(1)
Below is C31H56MgN3O2P2 as an isolated structure in a non-equilibrium geometry, with properties calculated with the ωB97M-V functional and the def2-TZVPD basis.

Charge = +1
Energy above the lowest of the compared OMol25 structures with the same formula, charge and spin = 3.5497 eV
HOMO level = -8.7863 eV

Last column: Löwdin charge in e.
Positions of all 95 atoms, in Å:
C  -2.00340  1.47764  -1.87892  -0.31
C  -1.30120  -0.74036  -2.07829  -0.25
C  -3.19838  1.18649  -2.53649  -0.02
C  -2.55852  -1.13276  -2.57518  0.00
C  -3.52511  -0.14458  -2.79371  -0.03
H  -3.84944  2.01461  -2.82070  0.12
H  -2.72490  -2.19019  -2.79945  0.12
H  -4.50554  -0.41031  -3.19950  0.12
N  -1.16424  0.49362  -1.51376  0.08
P  -0.63981  3.13344  -0.09545  1.11
P  -0.08497  -3.32956  -0.99436  1.19
C  -1.58315  2.92495  -1.65255  -0.25
H  -0.93562  3.24460  -2.48494  0.09
H  -2.45612  3.59017  -1.69964  0.08
C  -0.08226  -1.60696  -2.29425  -0.21
H  -0.20592  -2.19594  -3.21312  0.06
C  0.88376  -4.68325  -1.79641  -0.72
C  -0.27047  -3.55466  0.85746  -0.71
C  0.92853  4.15459  -0.55360  -0.67
C  -1.95428  4.09588  0.86541  -0.68
C  2.37218  -4.35468  -1.59542  -0.10
H  2.66926  -4.48703  -0.54661  0.07
H  2.96179  -5.05617  -2.20510  0.09
H  2.63642  -3.32954  -1.88501  0.06
C  0.60807  -6.08197  -1.20588  -0.10
H  0.98337  -6.23449  -0.19010  0.06
H  -0.46031  -6.33328  -1.23495  0.08
H  1.13933  -6.79997  -1.84651  0.09
C  0.49482  -4.82539  -3.28807  -0.10
H  1.20835  -5.50739  -3.78117  0.10
H  -0.49776  -5.28799  -3.36220  0.08
H  0.46872  -3.90309  -3.87746  0.03
C  0.97840  -4.11853  1.54552  -0.10
H  1.79874  -3.38607  1.55742  0.08
H  0.69897  -4.33722  2.58897  0.09
H  1.35873  -5.04639  1.11111  0.05
C  -0.58142  -2.21878  1.55652  -0.12
H  0.30537  -1.56861  1.61044  0.05
H  -1.40402  -1.66988  1.08563  0.07
H  -0.88014  -2.43510  2.59556  0.10
C  -1.48788  -4.49455  0.98242  -0.12
H  -1.27323  -5.50831  0.62084  0.07
H  -1.78116  -4.56381  2.03882  0.08
H  -2.34264  -4.10310  0.41195  0.07
C  -1.42290  4.33819  2.28747  -0.08
H  -2.20226  4.88445  2.84059  0.10
H  -1.22390  3.39803  2.81518  0.06
H  -0.50949  4.94921  2.29385  0.07
C  -3.22921  3.23320  0.94667  -0.08
H  -3.73476  3.13566  -0.02108  0.08
H  -3.03038  2.23437  1.34383  0.05
H  -3.92567  3.73621  1.63348  0.10
C  -2.32001  5.43682  0.21046  -0.09
H  -3.26335  5.78110  0.65798  0.10
H  -1.57598  6.21392  0.40671  0.07
H  -2.47505  5.36861  -0.87244  0.08
C  1.35294  3.89666  -2.00810  -0.09
H  0.67979  4.37110  -2.73575  0.09
H  2.34981  4.34036  -2.16482  0.11
H  1.43434  2.82326  -2.22573  0.05
C  2.06771  3.69457  0.38198  -0.10
H  2.41839  2.67574  0.15242  0.07
H  2.91844  4.38098  0.24286  0.10
H  1.76691  3.73468  1.43872  0.08
C  0.72648  5.65673  -0.36063  -0.10
H  -0.05181  6.06151  -1.01936  0.08
H  0.51073  5.91309  0.68500  0.07
H  1.67064  6.15687  -0.62753  0.10
Mg  0.47188  0.68119  0.06888  0.50
C  -1.11262  0.92719  1.79631  -0.01
O  -1.55476  0.89147  2.87138  0.11
N  1.61024  -0.10735  -1.37651  0.02
C  1.16303  -0.84358  -2.28374  -0.45
C  1.99325  -0.69660  -3.67206  -0.53
C  1.65426  -1.75168  -4.70893  -0.08
C  1.62738  0.67001  -4.25425  -0.05
C  3.47807  -0.78648  -3.33000  -0.06
H  2.01562  -2.73595  -4.39359  0.07
H  0.58130  -1.79532  -4.93301  0.08
H  2.16708  -1.52691  -5.65529  0.09
H  1.85039  1.45392  -3.52634  0.05
H  2.21179  0.87920  -5.15806  0.09
H  0.55896  0.72646  -4.50877  0.09
H  4.06775  -0.37878  -4.15294  0.08
H  3.68014  -0.21940  -2.41554  0.07
H  3.78566  -1.82763  -3.17496  0.07
C  3.94260  0.12430  2.68921  0.03
C  2.46508  0.34302  2.68036  -0.50
N  1.85586  0.42252  3.87581  0.21
O  1.79657  0.44691  1.61934  -0.10
H  4.26877  -0.28337  3.65304  0.09
H  4.46461  1.07755  2.52062  0.11
H  4.21112  -0.57177  1.88659  0.11
H  0.85636  0.57400  3.92933  0.11
H  2.40069  0.33523  4.72414  0.13

Atomic forces in eV per Å
-0.543 -0.300 -0.085
-0.830 0.057 0.339
0.027 0.182 0.042
0.234 0.369 -0.050
0.195 -0.293 0.169
0.066 -0.354 0.046
0.072 0.443 -0.111
0.391 0.110 0.094
0.619 0.009 -0.845
0.477 0.714 -0.612
-2.998 0.562 -2.248
-0.070 -0.310 -0.410
-0.235 -0.394 0.193
0.252 -0.314 0.089
-0.405 -2.048 2.031
-0.291 0.232 0.566
0.978 0.257 0.069
0.738 0.686 0.059
-0.411 0.268 0.203
0.574 0.129 0.120
0.476 -0.483 -0.519
-0.103 0.050 -0.282
0.164 0.167 0.165
-0.156 -0.243 -0.034
-0.136 -0.057 0.019
-0.143 0.071 -0.265
0.263 0.064 -0.023
-0.120 0.099 0.133
-0.102 0.025 -0.053
-0.153 0.240 0.195
0.168 0.143 0.047
0.102 -0.255 0.317
-0.038 -0.089 0.510
-0.245 -0.158 -0.074
0.205 0.001 -0.131
-0.177 0.316 0.148
-0.060 -0.041 0.085
-0.122 -0.234 -0.138
-0.033 -0.144 -0.082
0.016 0.099 -0.241
-0.122 0.031 0.202
-0.024 0.342 0.089
0.105 -0.079 -0.047
0.343 -0.119 0.207
-0.233 0.223 0.039
0.298 -0.129 0.034
-0.031 0.257 -0.061
-0.249 -0.183 0.006
0.088 0.083 -0.020
0.126 -0.022 0.201
-0.209 0.159 -0.122
0.142 -0.168 -0.151
-0.188 0.257 0.276
0.140 -0.051 -0.134
-0.253 -0.243 -0.051
0.016 0.035 0.241
0.058 -0.083 0.051
0.160 -0.142 0.206
-0.267 -0.148 0.102
-0.057 0.240 0.042
-0.083 0.032 -0.045
-0.120 0.227 0.016
-0.190 -0.270 0.084
0.077 0.001 -0.178
0.367 0.285 -0.122
0.216 -0.114 0.216
0.010 -0.001 -0.323
-0.225 -0.047 0.072
0.496 -0.377 -0.804
-1.623 -1.409 4.494
1.572 0.441 -3.917
-0.979 0.094 1.367
2.754 1.704 -1.405
-0.753 -0.650 0.558
0.281 -0.213 -0.437
0.109 0.205 0.211
0.017 0.182 -0.005
-0.177 0.091 -0.063
0.172 -0.032 -0.065
-0.105 -0.026 0.156
-0.013 -0.128 -0.116
-0.127 -0.091 0.046
0.153 -0.018 0.016
0.119 -0.030 -0.012
0.002 -0.065 -0.251
-0.052 0.144 -0.008
0.279 -0.141 -0.043
-1.226 0.182 -0.593
0.312 -0.026 -0.205
0.565 0.140 1.095
-0.011 0.103 -0.253
-0.210 -0.250 -0.040
-0.068 0.243 0.144
0.284 -0.044 0.051
-0.310 0.026 -0.180

=====

(2)
Below is an isolated molecule of C9H10F2S in a non-equilibrium geometry, with properties calculated with the ωB97M-V functional and the def2-TZVPD basis.

Energy above the lowest of the compared OMol25 structures with the same formula, charge and spin = 0.2503 eV
HOMO level = -8.6655 eV

Last column: Löwdin charge in e.
Positions of all 22 atoms, in Å:
C  3.09095  0.29286  -0.04486  -0.08
C  2.35796  0.63794  -1.18950  -0.04
C  2.40618  0.10266  1.13839  -0.06
C  0.97630  0.70056  -1.07345  -0.01
C  1.04050  0.49221  1.29881  -0.01
C  0.36519  0.64871  0.15559  -0.23
C  -1.55805  -1.76637  0.32775  -0.16
C  -1.94618  -0.57193  -0.48473  -0.61
C  -1.08119  0.91633  0.23140  -0.50
F  -1.42482  1.15623  1.48525  0.09
F  -1.61048  1.89984  -0.49621  0.08
S  -3.69594  -0.26970  -0.33720  0.77
H  4.12012  -0.00550  -0.08404  0.10
H  2.77666  1.01115  -2.04235  0.08
H  3.01175  -0.02832  2.02007  0.10
H  0.24091  0.86067  -1.82936  0.11
H  0.41155  0.37046  2.27436  0.16
H  -1.30411  -1.48207  1.40940  0.10
H  -0.56343  -2.20277  0.10570  0.09
H  -2.34002  -2.49969  0.16238  0.06
H  -1.56528  -0.58397  -1.41023  0.04
H  -3.70859  0.32068  -1.61717  -0.08

Atomic forces in eV per Å
-1.111 -0.676 -0.386
-1.664 -0.363 2.094
-0.465 1.643 1.270
0.411 0.182 0.011
1.146 -2.436 2.721
-1.204 1.289 -0.843
1.707 -0.104 1.517
0.870 2.912 5.653
-1.970 -3.890 -1.842
-0.905 -0.091 1.092
0.465 1.066 -0.728
-0.012 0.740 -2.169
0.476 0.426 -0.117
1.373 0.187 -2.352
-0.030 -0.549 0.254
0.382 0.371 -1.237
1.868 0.524 -1.712
-1.383 -0.466 -1.103
-0.574 0.196 -0.737
0.153 -0.449 0.710
0.934 -0.034 -3.613
-0.466 -0.478 1.516

=====

(3)
Below is an isolated molecule of C4H9NS in a non-equilibrium geometry, with properties calculated with the ωB97M-V functional and the def2-TZVPD basis.

Energy above the lowest of the compared OMol25 structures with the same formula, charge and spin = 6.8348 eV
HOMO level = -7.1893 eV

Last column: Löwdin charge in e.
Positions of all 15 atoms, in Å:
C  1.17091  0.13082  0.23482  -0.44
C  0.42667  1.86995  -0.89898  -0.19
C  -1.48154  0.39469  0.59070  -0.25
C  -0.36752  -2.02768  -0.09663  -0.25
N  1.49911  1.39422  -0.29127  -0.21
S  -0.32162  -0.15103  -0.76092  0.92
H  2.00749  -0.69455  -0.13414  0.09
H  0.50568  2.91604  -1.19717  0.04
H  -2.48226  0.39221  0.36828  0.01
H  -1.33699  -0.42762  1.38558  0.08
H  -1.10729  1.32922  0.95912  0.03
H  -1.19260  -2.57124  0.06644  -0.01
H  0.14840  -2.42876  -0.99229  0.04
H  0.13262  -2.05290  0.77574  -0.02
H  2.39895  1.92663  -0.00928  0.18

Atomic forces in eV per Å
2.764 -3.536 -0.918
1.722 1.231 0.129
2.742 -2.114 1.458
1.897 2.528 -4.818
-0.479 2.135 -0.384
-0.874 -1.477 2.798
-1.966 1.824 0.966
0.002 0.172 -0.086
-2.382 0.273 -1.103
-0.096 1.534 -1.186
-0.016 0.444 0.122
-3.814 -1.350 0.038
0.129 -0.441 0.961
2.405 0.011 2.675
-2.034 -1.234 -0.654

=====

(4)
Below is C5H10O2 as an isolated structure, with properties calculated with the ωB97M-V functional and the def2-TZVPD basis.

Energy above the lowest of the compared OMol25 structures with the same formula, charge and spin = 2.3627 eV
HOMO level = -9.4553 eV

Last column: Löwdin charge in e.
Positions of all 17 atoms, in Å:
O  1.95795  0.30579  1.05147  -0.06
C  1.89086  -0.51602  -0.10516  -0.27
C  0.44451  -0.93859  -0.31271  -0.16
C  -0.47661  0.27053  -0.35365  -0.27
C  -1.96080  0.08413  -0.69902  -0.16
O  -2.36996  0.84160  0.44657  -0.11
C  -1.03057  0.82062  0.96844  -0.16
H  2.52574  1.05910  0.86570  0.09
H  2.54123  -1.39427  0.01699  0.11
H  2.23789  0.02848  -0.99609  0.12
H  0.13880  -1.60785  0.50263  0.12
H  0.37146  -1.51555  -1.24473  0.12
H  -0.02751  1.06753  -0.95862  0.14
H  -2.30261  -0.96049  -0.64372  0.12
H  -2.31431  0.52760  -1.63759  0.12
H  -0.69269  1.81041  1.29237  0.12
H  -0.93339  0.11699  1.80710  0.12

Atomic forces in eV per Å
0.151 0.214 0.069
-0.041 -0.232 -0.312
-0.037 -0.033 0.010
0.074 0.036 -0.069
-0.039 -0.201 -0.332
-0.185 0.044 0.059
0.273 0.083 0.253
-0.010 -0.102 0.107
-0.107 0.141 0.003
-0.050 -0.035 0.169
0.015 0.083 -0.112
0.018 0.093 0.105
-0.062 -0.112 0.067
0.036 0.133 0.029
0.035 -0.071 0.147
-0.057 -0.135 -0.070
-0.013 0.095 -0.123

=====

(5)
Below is C4H4O3 as an isolated structure in a non-equilibrium geometry, with properties calculated with the ωB97M-V functional and the def2-TZVPD basis.

Energy above the lowest of the compared OMol25 structures with the same formula, charge and spin = 4.1006 eV
HOMO level = -9.7611 eV

Last column: Löwdin charge in e.
Positions of all 11 atoms, in Å:
C  -1.51884  0.35919  -0.24633  -0.16
C  -0.17075  -0.23912  -0.63285  -0.36
C  1.40411  -0.75027  0.53190  0.03
C  0.84411  0.59620  -0.03965  -0.38
H  -2.08560  1.20593  -0.80083  0.17
H  -0.52574  0.00263  -1.61092  0.15
H  1.09194  -0.69554  1.64995  0.16
H  2.36147  -1.30310  0.57981  0.12
O  -2.08141  -0.16034  0.70635  0.06
O  0.44855  -1.41820  -0.45248  0.01
O  1.10862  1.70279  0.05908  0.20

Atomic forces in eV per Å
-2.473 -2.211 4.275
-3.021 3.562 -3.488
-0.498 -0.968 1.436
1.955 -3.927 -0.066
1.591 -0.986 0.256
1.606 -0.415 -2.480
-0.296 -0.658 -1.729
-0.164 0.921 -0.712
-0.274 1.000 -1.035
0.617 -1.071 3.068
0.957 4.754 0.475

=====

(6)
Below is an isolated molecule of C5H8O2 in a non-equilibrium geometry, with properties calculated with the ωB97M-V functional and the def2-TZVPD basis.

Energy above the lowest of the compared OMol25 structures with the same formula, charge and spin = 0.8124 eV
HOMO level = -9.7589 eV

Last column: Löwdin charge in e.
Positions of all 15 atoms, in Å:
O  1.75792  1.16811  -1.90997  0.12
C  0.78674  1.35888  -1.25395  -0.51
O  0.49307  2.62759  -0.76815  0.07
C  -0.30875  0.40236  -0.77916  -0.09
C  0.13177  0.06319  0.64194  -0.19
C  -0.64516  -1.10134  1.31946  -0.16
C  -0.69579  -2.27577  0.70916  -0.01
H  1.19456  3.24469  -0.98609  0.11
H  -1.28876  0.87089  -0.79683  0.13
H  -0.26010  -0.40713  -1.49742  0.11
H  1.13648  -0.35453  0.74574  0.12
H  0.11464  0.95351  1.26459  0.11
H  -0.98830  -0.92020  2.32564  0.09
H  -0.50385  -2.48352  -0.33282  0.06
H  -0.92448  -3.14674  1.31786  0.05

Atomic forces in eV per Å
0.465 -0.696 -0.287
-1.476 1.985 0.469
-0.350 -0.882 0.110
1.725 0.427 -0.414
-1.019 -1.398 1.208
0.782 1.050 -1.429
-0.580 -0.690 1.144
0.416 -0.004 -0.269
0.068 0.090 0.030
-0.195 -0.488 0.250
0.264 0.544 -0.713
-0.194 0.127 -0.043
0.136 -0.360 0.263
0.476 0.302 -0.051
-0.518 -0.005 -0.271